1.
The following is a quantum chemistry calculation of a 7-piece molecular cluster, C36H43ClN10O2 overall at a distorted geometry, from the OMol25 dataset.

Geometry as XYZ:
```
92
Properties=species:S:1:pos:R:3:forces:R:3
Cl -5.764957 -0.462205 -2.460826 0.1 -0.2 0.0
O -6.488257 0.493703 0.811118 0.6 0.4 -0.5
O -6.684577 -1.672962 0.231491 1.0 0.9 -0.5
N -3.257289 -2.822419 -1.199568 0.0 -0.1 0.2
N -4.771017 0.275755 4.766070 -0.1 0.0 0.0
N 2.832883 0.164276 -0.572152 0.6 -0.1 -0.2
N 1.383571 -1.588093 -0.355633 -0.2 0.2 0.1
N 4.463730 -3.978452 -3.204292 0.0 0.0 0.0
N 0.567410 0.738133 -0.558102 -0.5 -0.9 -0.1
N -5.077235 -0.388900 -0.871819 0.6 0.7 0.1
N 9.256246 -1.148947 -0.762619 0.1 0.0 0.1
N -2.140944 3.468115 2.285139 -0.1 0.1 0.2
N 0.335922 2.656626 -3.076538 -0.2 -0.1 -0.1
C -2.999870 3.159871 3.257032 0.0 -0.2 -0.2
C 10.031698 -0.844121 -1.799854 -0.1 -0.1 -0.1
C -0.645510 3.563562 -5.065987 0.0 0.0 0.0
C -5.656288 0.070292 3.788756 0.2 0.1 0.0
C 11.244561 -0.181913 -1.685443 0.0 0.0 0.0
C 9.685096 -0.787830 0.444477 -0.1 0.0 0.0
C 6.336064 -2.917903 -1.432876 0.0 0.0 0.1
C -1.803236 1.278244 -0.123173 -0.4 -0.9 -0.3
C -6.927683 -1.455342 5.094423 0.0 0.0 0.0
C 5.738224 -4.363865 -3.227905 0.0 -0.1 -0.1
C -0.380026 4.851432 -4.630674 0.0 0.0 0.0
C -6.746220 -0.778893 3.900091 -0.1 0.0 0.0
C -1.699570 -4.602296 -0.837737 0.0 0.0 0.0
C -2.782193 0.594638 -1.100751 0.0 0.5 -0.2
C -2.029542 -3.334541 -1.284011 0.1 0.1 0.0
C -1.779907 5.576668 3.363597 0.0 0.0 0.0
C 4.123728 -3.063216 -2.296468 -0.1 0.0 -0.1
C -3.303111 4.005438 4.312505 0.0 0.0 0.0
C 5.014789 -2.502564 -1.393645 0.1 -0.1 0.1
C -2.677505 5.239533 4.364181 0.0 0.0 0.0
C 0.247936 5.026894 -3.408814 0.0 0.0 0.0
C 0.584795 3.900494 -2.674649 0.1 0.0 0.2
C -4.204243 -3.586059 -0.652091 -0.3 0.1 -0.1
C -6.227583 -0.523214 0.206422 -2.4 -1.6 1.3
C -1.549926 4.659133 2.350834 0.0 0.0 -0.1
C -3.977681 -4.863412 -0.167111 0.2 -0.1 -0.1
C -6.018650 -1.255737 6.122421 0.0 0.0 0.0
C -4.964014 -0.382506 5.907631 0.1 0.0 0.0
C 6.708152 -3.870228 -2.369374 0.0 0.0 0.0
C 10.879078 -0.119947 0.669398 0.0 0.0 0.0
C 1.630023 -0.206305 -0.504567 0.3 0.5 -0.2
C 11.674361 0.187561 -0.421899 0.1 0.0 0.0
C -2.696724 -5.380450 -0.265561 0.0 0.0 0.0
C -4.246061 0.837207 -0.703987 0.8 0.2 -0.9
C -0.270380 2.505546 -4.253493 0.0 -0.1 0.0
C -0.608424 0.406286 0.246071 0.0 0.7 -0.4
H 4.674754 -1.760536 -0.684177 -0.1 0.0 -0.1
H 0.317025 0.974275 -1.513842 0.2 0.3 -0.1
H -1.132660 3.381438 -6.013644 0.0 0.0 0.0
H -2.885479 5.928711 5.172454 0.0 0.0 0.0
H 2.871904 1.176506 -0.631422 -0.1 0.1 0.2
H -2.475389 -6.375350 0.098015 0.0 0.0 0.0
H -4.783236 -5.432933 0.273387 0.0 0.0 0.0
H -6.123803 -1.765489 7.070528 0.0 0.0 0.0
H -2.648374 1.040720 -2.082408 0.1 -0.2 -0.3
H -3.466032 2.181964 3.183897 0.0 0.0 0.1
H 0.464388 -1.858005 -0.666677 -0.1 0.0 0.3
H -4.325526 1.234334 0.297216 -0.3 -0.4 0.3
H -7.426341 -0.901804 3.068643 0.1 0.0 -0.1
H 1.537927 -1.859661 0.604203 0.1 -0.4 0.0
H 11.176055 0.150480 1.673151 0.0 0.0 0.0
H -0.857038 4.882910 1.546252 0.0 0.0 0.0
H 12.614652 0.707086 -0.289549 0.0 0.0 0.0
H -4.231576 -0.195834 6.686021 0.0 0.0 0.0
H -5.187205 -3.125884 -0.608156 -0.1 -0.2 0.2
H -5.477880 0.613395 2.870318 -0.1 0.0 0.0
H -2.339828 1.477187 0.792386 0.0 0.4 0.2
H 5.987734 -5.108228 -3.977280 0.1 0.0 0.0
H 1.080663 3.989423 -1.713949 0.0 0.0 0.0
H -0.366583 0.596321 1.287597 0.1 -0.2 0.2
H 9.654954 -1.149064 -2.770256 0.0 0.0 0.0
H -0.657960 5.705262 -5.234789 0.0 0.0 0.0
H -0.910527 -0.633479 0.123751 -0.1 -0.2 0.3
H -0.461476 1.480977 -4.554099 0.0 0.0 -0.1
H 3.081524 -2.765816 -2.293499 0.0 0.1 0.1
H 7.729188 -4.222649 -2.433220 0.0 0.0 0.0
H -4.645851 1.583369 -1.373897 -0.4 0.2 0.1
H -4.458284 -1.210474 -0.788871 0.0 -0.1 -0.3
H -7.765126 -2.129321 5.223164 0.0 0.0 0.0
H -1.280551 -2.691432 -1.735753 0.0 0.0 0.0
H -0.687649 -4.970061 -0.934412 0.0 0.0 0.0
H -4.009883 3.700717 5.071441 0.0 -0.1 0.0
H -1.268903 6.529559 3.367102 0.0 0.0 0.0
H 11.834498 0.037687 -2.564400 0.0 0.0 0.0
H 7.066631 -2.507280 -0.749199 0.0 0.0 -0.1
H 0.473354 6.014461 -3.031590 0.0 0.0 0.0
H 9.033323 -1.050923 1.270689 0.0 0.0 0.0
H -2.580356 -0.465618 -1.220642 0.0 -0.2 0.2
H -1.504708 2.215973 -0.574530 0.3 0.3 0.3
```
Forces are in eV/Å.

The value obtained for the largest force on an atom is 3.20 eV/Å. The calculation puts the total energy at -69545.7122 eV. The value obtained for the frontier orbital gap is 8.7 eV.



2.
The following is a quantum chemistry calculation of C36H43N2O5PRuS4 as an isolated structure at a distorted geometry, from the OMol25 dataset.

Geometry as XYZ:
```
92
Properties=species:S:1:pos:R:3:forces:R:3
Ru 12.519107 11.182348 16.811214 -0.2 1.0 0.0
S 9.847128 11.133718 16.707693 0.5 0.2 0.2
S 11.440970 14.559248 17.589263 0.4 -0.4 0.4
S 12.179567 10.873507 13.607946 -0.6 -0.4 -0.4
S 12.292921 8.769971 16.533425 -0.6 0.4 -0.4
P 10.315089 9.230083 16.910269 0.2 -1.1 -1.2
O 10.009780 8.593256 18.308270 0.0 0.1 0.8
O 12.625228 11.504733 18.808949 0.4 0.6 1.1
O 9.505333 8.387007 15.859538 -0.5 -0.7 0.3
O 11.747169 13.448412 16.588515 -0.2 -0.2 0.5
O 13.058278 11.528138 14.637696 0.6 0.4 1.0
N 14.719414 11.429199 17.017250 0.1 0.2 -1.3
N 16.667233 11.816689 17.889337 0.8 -0.1 -1.2
C 15.759154 11.388450 20.548530 2.3 0.3 0.3
C 12.679670 9.746394 11.171594 0.1 0.2 -1.3
C 13.570102 15.321715 11.173063 0.5 0.5 -0.2
C 8.847866 14.058029 18.739604 -1.3 0.6 0.0
C 11.723481 8.765211 11.362016 -0.1 -0.1 -0.9
C 10.670901 14.355177 20.202660 1.0 -0.1 0.6
C 16.862556 11.790342 16.508605 0.9 0.3 0.5
C 8.437851 14.110503 21.118799 1.4 0.1 -0.5
C 12.012875 13.282466 12.238223 1.4 0.6 0.6
C 12.765991 14.571971 10.368579 -0.9 -0.4 -1.3
C 15.424788 11.486982 21.855472 -1.8 -0.5 0.2
C 15.382566 11.584472 18.136076 -0.3 -0.1 1.3
C 12.037156 13.520214 10.884720 -1.0 -1.0 -0.2
C 13.344544 10.410761 12.327419 0.5 0.0 0.2
C 11.542340 8.431525 9.000276 -0.3 -0.6 0.1
C 12.489726 9.416621 8.786914 0.2 0.2 0.3
C 10.474128 15.622277 16.596898 -0.9 1.6 0.0
C 10.196394 14.268736 18.906821 0.1 -0.7 -0.1
C 13.666033 15.048595 12.527977 -0.6 -0.2 -0.7
C 13.061075 10.080467 9.854171 -0.3 -0.2 0.9
C 11.783599 7.295819 19.360780 1.0 -0.2 -0.5
C 9.826554 14.273254 21.306481 -1.0 0.2 -0.4
C 11.137347 8.085286 10.283110 0.6 0.5 0.5
C 14.070718 11.679455 22.137621 -0.5 0.8 1.1
C 7.946963 14.042493 19.823548 0.3 -0.3 -0.3
C 13.143716 11.774750 21.112774 -0.8 0.1 0.5
C 15.639865 11.586450 15.982215 -0.1 -0.2 -0.7
C 8.155040 6.363135 16.282547 0.9 0.9 -0.1
C 14.888111 11.547623 19.512180 0.0 -0.2 -1.4
C 11.228292 12.183371 12.835266 -0.8 -0.4 0.1
C 13.541943 11.634770 19.788166 -1.4 -0.4 -1.0
C 12.865753 14.061989 13.052954 -0.4 -0.5 1.0
C 11.078533 8.658129 19.341634 -0.5 -1.6 0.2
C 8.095825 7.847196 15.975196 0.7 0.6 -0.7
C 7.294826 8.669778 16.955016 -0.4 -0.7 0.3
C 10.418090 8.964438 20.664558 -0.5 0.7 -0.1
H 13.744093 11.840362 23.189271 0.2 -0.3 -0.9
H 6.234388 8.411028 16.841440 0.2 0.0 0.0
H 10.655065 11.583578 12.107457 -0.1 0.5 0.0
H 11.770650 6.762022 18.377905 -0.1 0.6 0.8
H 6.868207 13.973139 19.652439 0.5 -0.1 -0.1
H 12.807616 9.668969 7.793341 0.0 0.0 -0.3
H 11.462408 8.536104 12.361127 -0.4 -0.5 0.9
H 12.863901 7.420651 19.618037 -0.8 0.0 -0.1
H 17.863284 11.900973 16.068490 -0.8 0.0 0.3
H 7.809779 14.046475 21.983035 -0.4 0.1 0.2
H 10.134113 16.477955 17.232202 0.5 -0.5 -0.6
H 7.772972 8.000252 14.932022 -0.2 -0.1 0.5
H 11.354152 6.646133 20.115113 -0.2 -0.1 0.1
H 11.757772 9.421377 19.042038 0.4 0.6 0.0
H 14.113456 16.127923 10.717671 0.3 0.3 0.1
H 7.404053 9.738584 16.794446 0.0 0.0 0.0
H 16.822989 11.233366 20.398054 0.0 -0.1 -0.5
H 17.336612 12.078085 18.580703 0.3 0.0 0.2
H 11.157903 7.891865 8.151093 -0.2 -0.1 -0.1
H 15.383664 11.553945 14.917799 -0.1 -0.1 0.8
H 16.137971 11.255391 22.596788 0.6 0.1 0.8
H 8.746875 5.881458 15.511482 0.2 -0.2 0.1
H 10.540550 12.545055 13.626401 0.3 -0.4 -0.3
H 9.560543 15.136102 16.252222 0.2 -0.2 -0.1
H 10.160183 14.447467 22.320046 0.4 -0.3 -0.1
H 10.438314 7.279336 10.496325 0.1 0.2 -0.3
H 12.898760 13.871802 14.134352 -0.1 0.1 -0.5
H 9.690297 8.167321 20.928919 0.4 0.6 -0.1
H 11.086874 15.966762 15.746559 -0.3 -0.2 0.4
H 8.423035 14.044059 17.756746 -0.2 -0.2 -0.5
H 11.186231 9.042060 21.453731 -0.3 -0.1 -0.3
H 7.168876 5.969509 16.240684 -0.9 -0.4 0.0
H 13.987149 11.251939 12.028571 -0.4 0.0 0.2
H 9.899636 9.949627 20.562735 0.3 -0.7 0.3
H 13.812017 10.840885 9.698572 0.1 0.1 -0.1
H 11.750230 14.441587 20.327179 -0.2 0.2 0.2
H 7.607209 8.382610 17.969456 -0.2 0.4 -0.2
H 12.066772 11.937568 21.276473 0.6 -0.2 0.2
H 8.578561 6.190448 17.271721 0.0 -0.1 0.0
H 12.599185 14.792335 9.310679 0.5 0.1 0.3
H 13.978868 9.700481 12.874013 0.0 0.1 -0.1
H 14.301898 15.645469 13.133034 0.4 0.3 0.6
H 11.421284 12.845551 10.268509 0.3 0.6 0.0
```
Forces are in eV/Å.

The value obtained for the largest force on an atom is 2.37 eV/Å. The expectation value of S² is 8.760. The calculation puts the total energy at -106454.8092 eV. The value obtained for the frontier orbital gap (alpha / beta) is 8.4 / 6.8 eV. The spin multiplicity is 6. Its total charge is +1.



3.
The following is a quantum chemistry calculation of C36H44AsN4O9P2STi as an isolated structure, from the OMol25 dataset.

Geometry as XYZ:
```
98
Properties=species:S:1:pos:R:3:forces:R:3
As -0.377908 -2.635454 3.943492 0.2 0.0 -0.5
Ti -0.649982 -1.808361 0.750627 0.2 -0.5 -0.1
S -3.044776 -2.815546 1.586907 0.3 0.2 -0.2
P -2.143763 2.098896 -3.316873 0.1 0.0 0.1
P 0.984763 1.609701 -2.454779 -0.2 0.1 -0.1
O -4.397864 -2.753217 1.119821 0.1 0.0 0.0
O 0.682965 -3.129554 5.066028 0.0 0.0 0.0
O -2.430407 -1.493131 1.925897 -0.2 -0.3 0.0
O 0.150160 -2.583686 2.312889 -0.4 0.1 0.5
O -1.629630 -0.922570 -0.746749 0.0 0.0 -0.1
O 1.383774 1.483274 1.949445 0.1 -0.1 0.0
O 1.086375 -2.383024 -0.307032 0.0 0.1 0.0
O -0.886579 -0.991366 4.296774 0.0 0.1 0.0
O -2.074386 -3.438072 0.635448 -0.3 0.2 0.3
N 0.915647 -0.343619 0.625235 0.2 -0.2 0.1
N -3.042763 0.703632 -0.018026 0.0 -0.1 -0.1
N 2.977893 -1.278891 0.506795 0.0 0.0 -0.1
N -3.689284 -0.816878 -1.662546 0.0 0.1 0.1
C -4.327986 0.807345 0.664141 0.0 0.0 0.0
C -1.997402 3.628291 -2.296990 0.0 0.0 0.0
C -2.039140 -4.527519 5.121281 -0.1 -0.1 0.0
C 5.895257 2.810156 -0.213556 0.0 0.0 0.0
C 1.254402 2.710048 -6.429870 -0.1 0.0 0.1
C 4.135724 0.903157 0.803425 0.0 0.0 0.0
C 3.164249 -0.116373 1.381287 0.0 0.1 0.0
C -1.930354 1.368667 0.650450 0.0 0.0 0.0
C 1.540097 2.336187 -5.126554 0.1 0.0 -0.1
C 4.294882 2.127572 1.449251 0.0 0.0 0.0
C -3.128607 -5.369968 5.324871 0.2 0.0 0.1
C 5.162543 3.076273 0.937653 0.0 0.0 0.0
C 2.825168 -0.453812 3.898235 0.0 -0.1 0.0
C 5.317705 -1.666022 4.077152 0.0 0.0 0.0
C 4.865346 -1.178115 2.864495 0.0 0.0 0.0
C -0.066976 2.906932 -6.796883 0.0 0.0 0.1
C -4.796766 -0.006795 -2.131252 0.0 -0.1 0.0
C -2.765490 -0.357337 -0.811592 0.0 0.1 0.2
C -1.979146 -3.711834 4.000896 -0.1 0.0 0.0
C -4.113369 -4.598729 3.276872 0.0 -0.1 0.2
C -1.073235 2.741981 -5.855917 0.0 0.0 -0.1
C 0.541620 2.155670 -4.174675 0.3 -0.1 0.2
C 2.015676 0.137553 -2.833150 0.0 0.0 0.0
C 4.519601 -1.552408 5.209045 0.0 0.0 0.0
C -0.789747 2.378309 -4.538674 -0.3 0.0 -0.1
C 3.279810 -0.947761 5.114535 0.0 0.0 0.1
C -3.635651 2.605497 -4.267902 0.0 0.0 -0.1
C -3.026270 -3.765516 3.076923 0.0 0.0 0.0
C -4.161044 -5.404025 4.410682 -0.1 0.1 -0.2
C 1.666218 -1.393344 0.211502 0.0 0.1 0.1
C 4.873012 0.638188 -0.341606 0.0 0.0 0.0
C 5.753162 1.587910 -0.846599 0.0 0.0 0.0
C 1.717907 0.470305 1.384730 -0.1 0.1 0.0
C 2.303850 2.833118 -2.071826 0.0 0.0 0.0
C 3.611574 -0.576209 2.763143 0.1 0.0 0.0
C -3.524145 -2.101814 -2.318547 0.0 0.0 0.0
H -4.947302 -0.058733 0.444947 0.0 0.0 0.0
H 4.757752 -0.310064 -0.849195 0.0 0.0 0.0
H -3.162036 -5.997503 6.205420 0.0 0.0 0.0
H -4.856811 -0.105818 -3.216319 0.0 0.0 0.0
H 6.323211 1.367903 -1.740181 0.0 0.0 0.0
H -1.118910 3.574328 -1.655981 0.0 0.0 0.0
H 2.719611 0.313674 -3.647683 0.0 0.0 0.0
H 3.114621 2.831142 -2.802053 0.0 0.0 0.0
H 1.866444 3.832039 -2.034842 0.0 0.0 0.0
H 6.575843 3.552797 -0.609192 0.0 0.0 0.0
H 2.722876 2.610738 -1.088524 0.0 0.0 0.0
H -1.675758 0.877246 1.594794 0.0 0.0 0.0
H 1.376527 -0.709330 -3.084222 0.0 0.0 0.0
H 2.051959 2.838984 -7.149716 0.0 0.0 0.0
H -5.747446 -0.327341 -1.699288 0.0 0.0 0.0
H -4.913983 -4.604916 2.551949 0.0 0.0 0.0
H -1.056321 1.378432 0.003472 0.0 0.0 0.0
H -4.141981 0.813201 1.739248 0.0 0.0 0.0
H 6.292226 -2.132009 4.140515 0.0 0.0 0.0
H -4.620374 1.037162 -1.890609 0.0 0.0 0.0
H 5.503040 -1.249961 1.989195 0.0 0.0 0.0
H -1.215276 -4.497127 5.823750 0.0 0.0 0.0
H 2.584181 -0.123620 -1.941069 0.0 0.0 0.0
H -4.476244 2.628925 -3.571817 0.0 0.0 0.0
H 4.863666 -1.941047 6.158257 0.0 0.0 0.0
H -1.936906 4.520634 -2.922306 0.0 0.0 0.0
H -3.541918 3.594938 -4.718782 0.0 0.0 0.0
H -4.860087 1.721792 0.391337 0.0 0.0 0.0
H 1.855101 0.020414 3.835713 0.0 0.0 0.0
H -2.878211 3.702103 -1.655176 0.0 0.0 0.0
H -5.011491 -6.053261 4.569761 0.0 0.0 0.0
H -2.093952 2.902105 -6.170143 0.0 0.0 0.0
H -0.385309 -0.721118 5.078449 0.0 0.0 0.0
H 3.502085 -2.127897 0.656987 0.0 0.0 0.0
H 2.648599 -0.874658 5.989939 0.0 0.0 0.0
H -2.674910 -2.629083 -1.898968 0.0 0.0 0.0
H -4.420565 -2.704114 -2.163781 0.0 0.0 0.0
H -3.871926 1.875947 -5.042706 0.0 0.0 0.0
H 2.574574 2.174979 -4.846889 0.0 0.0 0.0
H 3.723346 2.336420 2.343524 0.0 0.0 0.0
H -0.318450 3.190310 -7.810947 0.0 0.0 0.0
H -3.367165 -1.949667 -3.388834 0.0 0.0 0.0
H -2.230007 2.395209 0.862636 0.0 0.0 0.0
H 5.270958 4.028131 1.441000 0.0 0.0 0.0
```
Forces are in eV/Å.

The value obtained for the largest force on an atom is 0.67 eV/Å. The expectation value of S² is 0.752. The calculation puts the total energy at -175807.5359 eV. The value obtained for the frontier orbital gap (alpha / beta) is 8.4 / 8.4 eV. For the relative energy (zero: lowest compared OMol25 entry of this formula, charge and spin), the calculation gives 3.4 kcal per mole. The spin multiplicity is 2.



Number 1 is which compound?
C36H43ClN10O2